DFT (ωB97M-V with the def2-TZVPD basis set) results for a 2-piece molecular cluster, C25H27N2 overall.

The geometry in XYZ format:
```
54
Properties=species:S:1:pos:R:3:forces:R:3
N -1.721954 0.314803 -1.199558 0.2 0.4 -0.1
N -1.961393 0.436319 1.010988 0.7 1.6 -0.1
C 0.246483 1.144175 0.039753 0.1 -0.1 0.3
C -1.211960 1.540838 -3.994316 0.3 0.2 -0.1
C 0.473853 2.480676 -0.330576 0.0 -0.4 0.0
C 1.012916 0.834770 -3.346766 -0.3 0.1 0.0
C -0.914855 -1.470422 2.795332 0.1 -0.7 1.4
C -0.375595 0.718086 -3.234793 0.2 0.1 -0.3
C 2.821999 -1.597263 3.256588 -0.1 0.0 0.2
C 0.733931 2.576018 -5.003044 -0.1 -0.1 0.2
C 0.433413 -1.940488 2.780884 0.9 -0.2 0.0
C 0.806509 -3.140651 2.087157 -0.1 0.3 0.0
C 2.138466 -3.497769 1.928096 -0.3 -0.2 0.0
C 1.298372 0.310901 0.417218 -0.2 0.3 0.0
C -3.321971 0.307335 0.473063 0.0 -0.2 0.1
C 1.780269 2.962367 -0.362821 0.0 -0.1 0.2
C 3.157379 -2.721496 2.494577 -0.4 0.3 0.0
C -0.992166 -0.294043 -2.305684 0.1 0.0 -0.1
C -0.658075 2.463615 -4.887037 0.0 -0.2 0.2
C 2.835942 2.135309 0.038371 0.0 -0.1 0.0
C -1.340160 -0.321205 3.614705 0.2 0.4 0.2
C 1.568356 1.777912 -4.210723 -0.2 0.0 -0.2
C 1.494551 -1.228932 3.427375 -0.3 0.1 -0.2
C -3.127413 -0.009070 -0.993411 0.0 -0.2 -0.7
C 2.595136 0.820621 0.447981 0.0 0.0 -0.1
C -1.967074 -2.333526 2.215314 -0.6 0.0 -0.6
C -1.143315 0.615694 0.011555 -1.7 -0.8 -0.4
H 1.064055 -0.719200 0.693469 0.3 0.3 -0.2
H -1.892571 0.382401 2.967463 0.1 -0.4 0.2
H -0.211494 -0.965848 -1.915649 -0.2 0.1 -0.1
H -2.296475 1.446638 -3.883896 0.3 0.1 -0.1
H 1.261651 -0.368393 4.057784 0.2 -0.3 -0.4
H -2.017962 -0.646928 4.417931 0.1 -0.2 -0.2
H -0.371184 3.113649 -0.611964 0.3 -0.2 0.0
H -3.894977 1.248567 0.551332 0.4 -0.3 0.4
H 1.168132 3.285405 -5.709888 -0.1 -0.2 0.2
H 3.603778 -0.994680 3.722174 -0.2 -0.2 -0.1
H -1.725520 -2.623031 1.183201 -0.1 0.1 0.3
H 3.408089 0.179267 0.790832 -0.1 0.2 -0.2
H 1.647079 0.192357 -2.730731 -0.1 0.2 -0.2
H 4.202098 -2.995475 2.349753 -0.3 0.1 0.0
H -3.751601 0.616355 -1.642481 0.0 -0.3 0.1
H -2.942680 -1.839977 2.211078 0.3 -0.1 0.1
H -0.518706 0.236474 4.060961 -0.1 -0.1 0.0
H 0.023847 -3.786110 1.679901 0.4 0.3 0.0
H 1.975348 3.986044 -0.690865 -0.1 -0.4 0.2
H -2.066899 -3.273100 2.784738 0.2 0.3 0.0
H -1.725050 -0.898916 -2.860280 0.3 0.1 0.2
H -1.318005 3.086658 -5.494094 0.3 -0.2 0.2
H 2.653598 1.876001 -4.271090 -0.3 0.0 -0.1
H 2.384667 -4.393538 1.355518 -0.1 0.3 0.2
H 3.859646 2.515242 0.029800 -0.3 -0.1 0.0
H -3.867390 -0.479871 1.004266 -0.1 0.3 -0.1
H -3.313115 -1.064566 -1.219489 0.0 0.0 -0.1
```
Forces are in eV/Å.

Summary:
- E_tot (eV) = -29335.8238
- E_HOMO (eV) = -10.948
- LUMO level (eV) = -5.4
- total charge = +1

***

DFT (ωB97M-V with the def2-TZVPD basis set) results for one molecule with the formula C25H27N3O4.

The geometry in XYZ format:
```
59
Properties=species:S:1:pos:R:3:forces:R:3
O 5.763874 2.197143 0.284120 -0.2 -0.2 0.2
O -7.483771 3.097242 0.075093 0.3 0.0 -0.1
O 0.906125 0.241450 -1.597699 0.0 0.2 -0.3
O 6.493708 0.479385 -0.995738 0.2 0.1 -0.4
N 1.382921 -0.953619 0.262762 0.1 -0.1 0.1
N 5.294480 0.084584 0.883331 0.0 0.1 0.0
N -3.498513 -1.802110 -0.191699 -0.4 0.4 0.0
C -0.608726 -4.733302 -0.572559 0.3 0.2 0.0
C 5.885801 0.889998 -0.035415 0.2 0.0 0.2
C 2.767173 -0.548225 0.358502 0.1 0.0 0.0
C -0.853495 -1.004460 -0.570439 -0.5 0.2 -0.2
C -1.869249 -0.088113 -0.500773 0.3 -0.3 0.0
C -6.565366 0.884502 0.547706 -0.3 0.2 0.0
C -0.220243 -3.423990 -0.656846 0.1 -0.3 -0.1
C 6.360275 3.114022 -0.631601 0.2 0.2 -0.5
C -5.489519 0.027978 0.425318 0.3 0.1 -0.1
C 0.552709 -0.507239 -0.712596 0.0 -0.2 0.4
C -4.254955 1.707769 -0.752625 -0.1 -0.2 0.1
C -8.694640 2.753014 0.703894 -0.2 -0.1 0.1
C 5.135150 -1.322615 0.573972 0.2 -0.3 -0.1
C -5.325338 2.565471 -0.641492 -0.3 0.1 0.1
C 5.464746 3.363037 -1.836962 0.1 -0.2 0.4
C -4.315880 0.420921 -0.214174 -0.4 0.2 0.1
C 4.406764 0.577130 1.909582 -0.2 0.3 0.2
C -3.203421 -0.527333 -0.314097 0.3 -0.5 0.0
C 2.951281 0.559136 1.412682 0.2 -0.1 -0.1
C -6.492896 2.169047 0.015434 0.2 0.0 -0.1
C -1.162989 -2.388699 -0.505941 -0.4 0.1 0.1
C -1.951447 -5.066079 -0.335769 -0.3 0.0 0.1
C -2.530380 -2.725998 -0.297672 0.7 -0.1 0.0
C -2.894974 -4.086659 -0.204688 0.1 -0.2 0.0
C 3.662987 -1.740638 0.697465 0.0 0.2 -0.1
H -9.181421 1.909566 0.203997 0.0 0.0 0.0
H 4.710016 1.583918 2.191483 0.0 -0.2 0.1
H 4.522256 -0.077364 2.778803 0.0 0.1 0.0
H -5.541491 -0.969964 0.831457 0.0 -0.1 0.0
H -7.453124 0.543191 1.056727 -0.1 0.0 0.0
H 4.484838 3.708117 -1.515494 -0.1 0.1 0.0
H 0.809981 -3.172470 -0.862857 0.1 0.0 0.0
H 5.915453 4.115834 -2.477321 0.0 0.1 -0.1
H 2.687399 1.519055 0.969676 -0.1 0.0 0.0
H 6.509005 4.028798 -0.053467 0.0 -0.1 -0.1
H 3.033767 -0.161415 -0.631055 0.0 -0.1 0.2
H -8.544504 2.512185 1.761291 0.0 0.0 0.0
H 3.461316 -2.569635 0.018845 0.0 0.0 0.0
H -3.936061 -4.318062 -0.043430 -0.1 0.0 0.0
H 0.118973 -5.521993 -0.695192 0.1 0.0 0.0
H 2.279293 0.379146 2.254673 0.0 0.0 0.0
H -2.233723 -6.106618 -0.270725 -0.1 -0.1 0.0
H -1.638107 0.963997 -0.551320 0.0 0.1 0.0
H -5.288796 3.558447 -1.061229 0.0 0.1 -0.1
H 7.327142 2.715957 -0.955917 -0.1 0.1 0.1
H 1.005321 -1.505830 1.017322 -0.1 0.0 -0.1
H -9.329460 3.633951 0.622844 0.0 -0.1 0.0
H 3.441656 -2.074969 1.713886 0.0 -0.1 0.1
H 5.500404 -1.466686 -0.445080 -0.1 0.0 0.2
H 5.346700 2.442887 -2.403500 0.0 0.0 -0.1
H -3.376673 2.035473 -1.287122 0.1 0.0 0.0
H 5.757668 -1.918283 1.251608 0.0 0.0 -0.1
```
Forces are in eV/Å.

Summary:
- E_tot (eV) = -39025.0702
- E_HOMO (eV) = -8.111
- LUMO level (eV) = -0.1
- SMILES string = CCOC(=O)N1CCC(NC(=O)c2cc(-c3ccc(OC)cc3)nc3ccccc23)CC1

***

DFT (ωB97M-V with the def2-TZVPD basis set) results for C25H27N5O3Zr as an isolated structure.

The geometry in XYZ format:
```
61
Properties=species:S:1:pos:R:3:forces:R:3
Zr 0.308898 -0.187202 -1.416777 -2.9 1.8 -1.0
O 2.826305 0.823852 0.745834 -4.9 -2.1 -4.5
O -0.878885 0.575677 0.132019 2.8 -1.6 -3.2
O 0.404055 -2.892134 0.754147 -0.1 5.3 -4.5
N -1.514017 0.856431 3.501989 -0.6 0.3 0.3
N 0.481478 2.039613 -1.561904 0.4 1.4 -0.2
N 2.194059 -1.414940 -1.883505 1.0 -0.7 -0.1
N -0.712224 0.422653 2.492723 0.8 -0.4 -0.4
N -1.657475 -1.248536 -1.565999 -1.0 -0.9 -0.1
C 4.348845 -2.817644 -2.267925 0.5 -0.3 0.0
C -1.313412 0.031173 -4.526945 -0.7 0.3 0.3
C 0.506308 -1.645313 3.137993 0.0 0.0 0.2
C -0.683050 -1.209637 -4.647627 -0.2 -0.8 0.2
C 1.958370 0.449244 0.051981 6.0 2.4 4.8
C -2.496822 1.495026 1.638317 1.1 -0.6 -1.3
C 0.395031 -1.952696 0.052829 0.2 -6.4 4.8
C 0.587301 4.631810 -1.545206 0.0 0.6 0.0
C 1.686127 0.465884 3.134128 0.0 0.0 0.2
C 1.655694 -2.287968 3.594353 0.0 0.2 0.0
C -1.317510 0.815449 1.301718 -1.0 0.5 3.4
C 1.467980 -0.106380 -4.767871 0.8 0.2 0.1
C 0.708276 -1.278262 -4.768322 0.1 -0.8 0.1
C -1.252079 0.657231 4.924833 0.0 0.0 0.7
C -3.988149 -2.386079 -1.545039 -0.6 -0.2 0.0
C 2.823196 -1.552998 3.814118 0.1 0.0 -0.1
C 2.835558 -0.174990 3.592121 -0.2 0.0 0.0
C -3.656547 2.078066 3.812462 -0.3 0.2 0.2
C 0.516705 3.203208 -1.528402 0.1 -1.7 -0.2
C -2.709198 -1.745541 -1.527864 1.6 0.6 -0.2
C -2.585045 1.493343 3.009770 0.4 -0.2 -0.1
C -0.552451 1.204808 -4.526407 -0.5 0.6 0.3
C 0.547635 -0.282641 2.864588 -0.8 0.5 -0.3
C 3.164728 -2.047317 -2.034798 -1.5 1.0 0.1
C 0.837377 1.135759 -4.648013 0.7 0.5 0.2
H -2.419275 0.100603 -4.461169 0.9 -0.1 -0.1
H -0.327794 0.117180 5.135699 -0.1 0.1 -0.4
H -4.393365 2.526675 3.149136 0.0 0.0 0.1
H -3.167129 1.901621 0.902680 -0.2 0.1 0.2
H 1.063679 4.994706 -0.624207 -0.1 -0.1 -0.1
H 1.194398 -2.267944 -4.896363 -0.4 0.8 0.0
H -0.424952 5.052980 -1.618421 0.2 -0.1 0.0
H -2.077374 0.095330 5.364357 0.0 0.0 -0.1
H 1.178186 4.964267 -2.411479 -0.1 -0.1 0.2
H -4.769671 -1.662720 -1.276093 0.1 -0.1 0.0
H -3.999464 -3.215934 -0.825555 0.0 0.1 -0.1
H 3.731201 0.403242 3.784875 0.0 0.0 0.0
H -3.256925 2.850949 4.462809 -0.1 0.1 0.3
H -4.143820 1.305739 4.400989 -0.1 0.0 0.3
H -1.066890 2.186022 -4.458573 0.4 -0.8 -0.1
H -1.193160 1.629345 5.416336 0.0 0.0 -0.1
H -4.192252 -2.778430 -2.551996 0.1 0.1 0.2
H 4.078700 -3.828994 -2.605106 0.0 0.2 0.1
H -0.420771 -2.193231 3.008524 0.1 0.0 0.1
H 1.448761 2.061557 -4.680623 -0.5 -0.7 0.0
H -1.278384 -2.145740 -4.678063 0.4 0.8 0.0
H 1.635853 -3.353755 3.793350 0.0 0.1 0.0
H 4.963684 -2.336861 -3.043339 -0.2 0.0 0.1
H 4.937400 -2.894467 -1.342821 -0.1 0.0 -0.1
H 1.665761 1.540253 2.987206 0.0 0.0 0.1
H 2.569973 -0.146119 -4.894269 -0.9 0.0 0.0
H 3.726558 -2.055226 4.168781 -0.3 0.2 0.0
```
Forces are in eV/Å.

Summary:
- E_tot (eV) = -41196.6546
- E_HOMO (eV) = -19.936
- LUMO level (eV) = -14.3
- total charge = +4

***

DFT (ωB97M-V with the def2-TZVPD basis set) results for a 5-piece molecular cluster, C25H27NO3 overall.

The geometry in XYZ format:
```
56
Properties=species:S:1:pos:R:3:forces:R:3
O -3.277442 -0.465147 -1.608248 0.0 0.7 -0.3
O -1.367386 -2.709109 -2.116010 0.0 -3.7 -1.5
O -2.477350 -1.334524 -0.814235 -0.3 -0.1 0.6
N -0.331974 -0.797471 -1.500088 0.6 0.4 0.4
C -3.704273 2.443931 1.716518 0.0 0.0 0.0
C 2.359917 1.744501 -1.808179 0.0 0.0 0.0
C 1.759321 4.388304 -1.211434 0.0 0.0 0.0
C 0.146190 -1.991317 6.637657 0.0 0.0 0.0
C 2.480682 -4.288318 -5.675356 0.0 0.0 0.0
C -3.013070 2.830023 2.857639 0.0 0.0 0.0
C -0.428714 -0.166785 5.180393 0.0 0.0 0.0
C -1.367739 -1.698428 -1.555394 -0.2 2.5 1.3
C 0.589952 0.272306 7.314009 0.0 0.0 0.0
C 0.062545 0.733469 6.115699 0.0 0.0 0.0
C -0.387534 -1.529255 5.442595 0.0 0.0 0.0
C 0.461965 -3.446171 -6.672297 0.0 0.0 0.0
C -1.659569 2.549535 2.975329 0.0 0.0 0.0
C 1.776327 -3.874865 -6.797539 0.0 0.0 0.0
C 3.115040 2.768835 -2.362613 0.0 0.0 0.0
C -0.997850 1.880328 1.954415 0.0 0.0 0.0
C 0.558249 -3.833527 -4.300035 0.1 -0.1 0.0
C 1.304775 2.042667 -0.955638 0.1 0.0 0.0
C 2.812234 4.090322 -2.066340 0.0 0.0 0.0
C -0.145821 -3.424646 -5.424272 0.0 0.0 0.0
C 1.006555 3.364387 -0.653796 0.0 0.1 0.0
C -1.689265 1.497684 0.813260 -0.1 0.0 0.1
C 1.871101 -4.269240 -4.427910 0.0 0.0 -0.1
C 0.633276 -1.090148 7.574417 0.0 0.0 0.0
C -3.042788 1.779645 0.691992 0.0 0.1 0.1
H 2.251337 -3.887889 -7.770104 0.0 0.0 0.0
H 3.939077 2.537106 -3.025036 0.0 0.0 0.0
H 0.715088 1.247477 -0.522547 0.1 0.0 0.0
H -1.173662 0.977248 0.020306 -0.1 -0.1 0.1
H 0.083759 -3.812405 -3.329796 0.0 0.0 -0.1
H 3.397997 4.889550 -2.501741 0.0 0.0 0.0
H -3.579284 1.484270 -0.196411 0.0 0.0 0.0
H -0.089222 -3.129082 -7.548528 0.0 0.0 0.0
H 2.596417 0.712900 -2.041238 0.0 0.0 0.0
H 0.181824 -3.054182 6.839807 0.0 0.0 0.0
H -1.171133 -3.089972 -5.326200 0.0 0.0 0.0
H 1.525363 5.419310 -0.979699 0.0 0.0 0.0
H -3.529833 3.349165 3.654755 0.0 0.0 0.0
H -1.119360 2.852055 3.863857 0.0 0.0 0.0
H 0.186832 3.594163 0.015690 0.0 0.0 0.0
H 0.058103 1.655337 2.049354 0.0 0.0 0.0
H 1.046723 -1.450072 8.507815 0.0 0.0 0.0
H -0.772242 -2.231455 4.714092 0.0 0.0 0.0
H 0.561434 -1.245750 -1.624121 0.1 0.0 -0.5
H 0.967742 0.975270 8.045481 0.0 0.0 0.0
H -4.760753 2.661730 1.625532 0.0 0.0 0.0
H -0.454941 -0.006777 -2.114688 0.1 0.4 0.2
H -3.024035 -0.684216 -2.513506 -0.4 -0.2 -0.3
H 2.420237 -4.594453 -3.553148 0.0 0.0 0.0
H 3.504637 -4.625892 -5.773409 0.0 0.0 0.0
H -0.843419 0.193190 4.248047 0.0 0.0 0.0
H 0.033960 1.796392 5.910899 0.0 0.0 0.0
```
Forces are in eV/Å.

Summary:
- E_tot (eV) = -33992.0451
- E_HOMO (eV) = -9.275
- LUMO level (eV) = 0.2
- SMILES string = NC(=O)OO.c1ccccc1.c1ccccc1.c1ccccc1.c1ccccc1

***

Q: Among the records above, which one has the highest LUMO level?
A: C25H27NO3

***

Q: Which of these has the lowest LUMO level?
A: C25H27N5O3Zr

***

Q: The lowest LUMO level belongs to which entry?
A: C25H27N5O3Zr